A cluster of 9 separate species, C41H81N4O10PS in total at a distorted geometry. Source: the OMol25 dataset; level of theory: the ωB97M-V functional and the def2-TZVPD basis.

Each line ends with the Mulliken charge.
Element x y z (Å)
C (2.4944, -6.7371, 1.7270)  -0.4857
O (1.7122, -6.5183, 2.8834)  -0.4042
C (2.3694, -5.7028, 3.8602)  -0.8377
C (1.5122, -4.4552, 4.1500)  -0.6963
C (1.7129, -3.3189, 3.0988)  -0.3203
C (0.5752, -3.3817, 2.0439)  -1.1786
C (0.3084, -2.1251, 1.2270)  0.2788
C (1.2469, -1.4173, 0.5171)  0.3251
P (3.0188, -1.8855, 0.5187)  0.9307
S (3.3359, -3.5935, -0.3576)  -0.4659
C (0.8784, -0.2596, -0.2814)  0.5486
C (1.7805, 0.5678, -1.1594)  -0.4173
C (1.6691, 0.3312, -2.5292)  -0.2844
C (2.4771, 1.0600, -3.3709)  -1.0000
N (3.3612, 1.9805, -3.0114)  -0.6044
C (3.4327, 2.1819, -1.6991)  -0.6735
C (2.6989, 1.5191, -0.7347)  0.1851
C (-0.4159, 0.1169, -0.2825)  -0.1995
C (-1.4238, -0.5576, 0.4227)  -0.1465
N (-2.7058, -0.0865, 0.2904)  -0.5649
C (-3.5532, -0.8271, 0.9552)  0.2966
C (-5.0310, -0.4609, 0.8619)  0.2022
C (-5.5516, 0.2670, 2.1198)  -0.5206
C (-6.9399, 0.8891, 1.8343)  -0.7095
C (-8.0769, -0.1346, 1.6519)  -0.9096
N (-8.0636, -0.8179, 0.3503)  0.4677
C (-8.7283, -0.0414, -0.7003)  -1.1200
C (-8.6757, -2.1215, 0.4347)  0.4673
C (-7.9608, -3.2124, -0.3674)  -0.9573
O (-9.6667, -2.3399, 1.1030)  -0.6352
C (-3.2085, -1.9541, 1.7524)  -0.9045
N (-1.9836, -2.3790, 1.8725)  -0.4145
C (-1.0500, -1.6675, 1.1648)  -0.2607
H (3.2134, -7.5637, 1.8530)  0.3164
H (1.8538, -7.0277, 0.8838)  0.2192
H (3.0043, -5.8188, 1.4090)  0.1170
H (2.3675, -6.2942, 4.7877)  0.4103
H (3.3825, -5.4527, 3.5254)  0.3839
H (1.7430, -4.0995, 5.1600)  0.4127
H (0.4738, -4.8052, 4.1731)  0.2156
H (1.7828, -2.3385, 3.5851)  0.6531
H (2.6423, -3.5850, 2.5860)  -0.0694
H (0.8646, -4.1622, 1.3216)  0.2041
H (-0.3218, -3.7562, 2.5349)  0.7029
H (3.4462, -1.8577, 1.8646)  0.1494
H (3.7268, -0.8246, -0.0911)  -0.2013
H (0.9656, -0.4229, -2.8650)  0.6645
H (2.3765, 0.8571, -4.4399)  0.6454
H (4.1660, 2.9241, -1.3459)  0.5112
H (2.7869, 1.7100, 0.3295)  0.5355
H (-0.6975, 0.9886, -0.8713)  0.5926
H (-5.1460, 0.1874, -0.0152)  0.3562
H (-5.5621, -1.3898, 0.6315)  -0.5415
H (-5.6021, -0.4706, 2.9300)  0.3334
H (-4.8715, 1.0992, 2.3325)  0.3427
H (-7.2211, 1.5288, 2.6783)  0.3784
H (-6.8796, 1.4751, 0.9079)  0.3270
H (-8.1041, -0.8359, 2.4940)  0.4627
H (-9.0272, 0.4285, 1.7178)  0.3560
H (-9.0004, -0.7252, -1.5144)  0.3719
H (-9.6178, 0.4982, -0.3430)  0.3682
H (-8.0411, 0.6852, -1.1532)  0.2698
H (-8.2983, -3.1818, -1.4087)  0.3125
H (-8.1438, -4.1975, 0.0669)  0.3017
H (-6.8928, -2.9824, -0.3049)  0.1903
H (-3.9861, -2.5008, 2.2853)  0.5971
C (6.5931, -0.8714, -1.8198)  -0.6582
C (7.3562, -1.3666, -0.6188)  -0.3543
O (6.9919, -0.5614, 0.5021)  -0.5623
H (6.8070, 0.1813, -2.0147)  0.2769
H (6.8388, -1.4519, -2.7103)  0.3062
H (5.5186, -0.9566, -1.6370)  0.1030
H (8.4360, -1.2945, -0.7434)  0.3427
H (7.1051, -2.4158, -0.4282)  0.2494
H (6.0366, -0.6364, 0.5777)  0.3032
C (4.4181, 5.3268, 2.0716)  -1.2361
C (3.8986, 4.5733, 0.8636)  0.1557
O (4.7161, 3.4282, 0.6004)  -0.4798
H (5.4486, 5.6443, 1.9088)  0.2672
H (3.8083, 6.2068, 2.2759)  0.3127
H (4.4154, 4.6843, 2.9568)  0.4448
H (3.9225, 5.2068, -0.0190)  0.0997
H (2.8653, 4.2429, 1.0236)  0.2175
H (4.6865, 2.8661, 1.3808)  0.2638
C (4.9325, 8.8557, -2.0054)  -1.0637
C (4.8541, 7.5845, -1.1847)  -0.0580
O (3.8223, 7.6701, -0.1979)  -0.4937
H (5.1238, 9.7157, -1.3602)  0.2514
H (5.7263, 8.7893, -2.7488)  0.1880
H (3.9846, 9.0443, -2.5179)  0.4334
H (5.7925, 7.4115, -0.6588)  0.2287
H (4.6548, 6.7226, -1.8308)  0.2243
H (2.9904, 7.8124, -0.6599)  0.2765
C (-2.6106, -3.0732, 5.6302)  -0.6482
C (-1.5384, -2.4014, 6.4687)  -0.2957
O (-0.2508, -2.5893, 5.8886)  -0.4482
H (-2.4075, -4.1411, 5.5372)  0.2444
H (-3.5980, -2.9402, 6.0766)  0.4127
H (-2.6248, -2.6590, 4.6183)  -0.0521
H (-1.5103, -2.8297, 7.4696)  0.2995
H (-1.7353, -1.3276, 6.5583)  0.2680
H (-0.2698, -2.2026, 5.0068)  0.1878
C (-2.6768, 0.0085, -4.4214)  -1.0185
C (-1.5501, 0.8602, -4.9766)  -0.2877
O (-0.4154, 0.0592, -5.2983)  -0.4204
H (-2.3467, -0.5246, -3.5282)  0.2370
H (-3.5420, 0.6221, -4.1648)  0.3266
H (-2.9869, -0.7446, -5.1502)  0.3678
H (-1.2291, 1.5961, -4.2399)  0.2494
H (-1.8756, 1.3920, -5.8766)  0.3323
H (-0.6880, -0.5866, -5.9574)  0.2604
C (9.1749, 10.7142, -2.8030)  -1.0853
C (8.6122, 9.4680, -2.1454)  -0.1841
O (7.8297, 8.7127, -3.0682)  -0.4849
H (8.3678, 11.3391, -3.1874)  0.2907
H (9.7654, 11.2981, -2.0953)  0.3256
H (9.8099, 10.4496, -3.6521)  0.3210
H (7.9629, 9.7360, -1.3124)  0.2788
H (9.4202, 8.8354, -1.7646)  0.2879
H (8.4014, 8.4639, -3.8013)  0.2610
C (4.5653, -2.4226, -6.4312)  -1.1853
C (3.7067, -2.2668, -5.1891)  -0.1305
O (4.4136, -1.5795, -4.1634)  -0.3297
H (5.4796, -2.9686, -6.1953)  0.2696
H (4.0277, -2.9588, -7.2155)  0.3738
H (4.8643, -1.4454, -6.8189)  0.3559
H (3.4275, -3.2423, -4.7929)  0.2873
H (2.7899, -1.7123, -5.4225)  0.1252
H (4.6576, -0.7123, -4.5046)  0.2320
C (-11.5109, -5.8335, 1.9712)  -0.6987
C (-12.6552, -4.8366, 1.9346)  -0.2294
O (-12.2844, -3.6135, 2.5572)  -0.5150
H (-11.2104, -6.0296, 3.0013)  0.2594
H (-11.7964, -6.7772, 1.5021)  0.3167
H (-10.6371, -5.4343, 1.4505)  0.0598
H (-13.5194, -5.2268, 2.4714)  0.2928
H (-12.9553, -4.6325, 0.9005)  0.2351
H (-11.5273, -3.2621, 2.0763)  0.3358

The value obtained for the gap between HOMO and LUMO is 8.044 eV. The HOMO energy is -8.590 eV. As for the LUMO energy: -0.546 eV. The total energy comes out at -90387.3530 eV.